Entry 1:
2 unconnected molecules or ions with the total composition C3H11N3O2. Source: OMol25; level of theory: wB97M-V/def2-TZVPD.

```
19
Properties=species:S:1:pos:R:3:forces:R:3
O -0.1296 -0.5033 -1.6404 0.4 -0.5 0.1
C 0.3253 -0.3618 -0.5194 3.6 1.5 -0.4
N -0.2861 -0.4748 0.6108 -4.5 -2.8 1.3
C -1.6270 -1.3528 0.5632 0.3 3.6 -0.4
N -2.6038 -0.9221 -0.3676 -1.5 0.6 2.5
C 1.8509 0.0147 -0.2076 0.8 -0.3 -0.9
N 2.5274 0.4456 -1.4251 0.4 -1.7 0.4
H 0.0487 -0.0741 1.4704 0.1 -0.5 -0.2
H -1.4433 -2.3676 0.3670 1.0 -1.2 0.2
H -2.0826 -1.1120 1.4859 -0.1 -0.6 1.4
H -2.3779 -0.9548 -1.2963 0.9 0.0 -2.5
H -3.0814 -0.0538 -0.1111 0.5 -0.5 -0.3
H 2.4864 -0.9462 -0.0198 -1.7 1.5 0.9
H 1.9884 0.7790 0.6100 -0.4 -0.9 -0.4
H 2.0173 1.2412 -1.8896 0.6 -2.2 -0.2
H 2.6327 -0.5976 -1.7555 -0.4 3.8 -1.6
H -0.0052 1.8632 2.0565 -0.9 2.8 -2.9
H 0.1786 2.8622 0.7353 2.5 0.7 -1.5
O -0.4187 2.5150 1.3334 -1.6 -3.1 4.5
```
Forces are in eV/Å.

Results
**2S+1**: 1
**E_HOMO**: -0.31755 Eh
**Energy above the lowest of the compared OMol25 structures with the same formula, charge and spin**: 71.4 kcal/mol
**Lowest unoccupied orbital energy**: 0.330 eV
**Structure (SMILES)**: NCNC(=O)CN.O
**Charge**: 0
**Frontier orbital gap**: 8.97 eV

natural (NBO) analysis output, partial charges in e:
1. O -0.643
2. C 0.652
3. N -0.637
4. C -0.038
5. N -0.819
6. C -0.322
7. N -0.862
8. H 0.389
9. H 0.194
10. H 0.187
11. H 0.385
12. H 0.364
13. H 0.201
14. H 0.178
15. H 0.381
16. H 0.387
17. H 0.470
18. H 0.475
19. O -0.942

Entry 2:
A gas-phase ion, C5H5N2 (charge +1). Source: OMol25; level of theory: wB97M-V/def2-TZVPD.

```
12
Properties=species:S:1:pos:R:3:forces:R:3
C -0.4390 -1.2405 1.0335 -0.7 -1.5 -2.7
C -0.5772 -1.4767 -0.2176 -0.2 -0.6 5.1
C 0.0755 -0.2471 1.8038 0.2 -1.1 3.1
C 0.1098 0.9710 1.1225 1.3 -0.6 -0.2
C -0.2507 0.9705 -0.2413 -0.6 2.2 -0.6
N 0.0908 -1.0060 -2.3629 -1.1 -1.9 -2.7
N -0.0030 -0.8952 -1.2008 1.9 1.7 -0.7
H 0.5508 -0.4489 2.8782 -1.1 0.7 -2.6
H 0.7846 1.6586 1.6796 -0.6 0.2 -1.2
H -1.2999 0.5870 -0.4901 1.6 1.0 0.2
H 0.2419 1.7293 -0.9364 -1.0 -1.0 1.0
H 0.7165 -0.6020 -3.0686 0.3 0.8 1.2
```
Forces are in eV/Å.

Results
**2S+1**: 1
**E_HOMO (alpha / beta)**: -0.52545 / -0.52541 Eh
**Energy above the lowest of the compared OMol25 structures with the same formula, charge and spin**: 131.2 kcal/mol
**Lowest unoccupied orbital energy (alpha / beta)**: -6.215 / -6.215 eV
**Structure (SMILES)**: C=CC=C=C=[N+]=N
**Charge**: +1
**Frontier orbital gap (alpha / beta)**: 8.08 / 8.08 eV

natural (NBO) analysis output, partial charges in e:
1. C 0.152
2. C 0.146
3. C -0.190
4. C -0.183
5. C -0.290
6. N -0.194
7. N 0.030
8. H 0.298
9. H 0.286
10. H 0.256
11. H 0.261
12. H 0.429

Entry 3:
2 unconnected molecules or ions with the total composition C2ClF2OS. Source: OMol25; level of theory: wB97M-V/def2-TZVPD.

```
7
Properties=species:S:1:pos:R:3:forces:R:3
C -1.4756 0.7326 -0.3810 -0.4 0.5 -0.8
C 0.7880 -0.4387 0.1169 -0.6 0.4 0.2
O -1.4891 0.9759 -1.5329 0.8 -0.7 1.3
F 1.4745 -0.5763 -1.0328 0.2 -0.3 -1.6
F 0.7126 -1.7318 0.5847 -0.4 -0.4 0.1
S -2.1736 0.7781 1.0670 0.3 -0.2 0.0
Cl 2.1632 0.2602 1.1782 0.2 0.6 0.8
```
Forces are in eV/Å.

Results
**2S+1**: 1
**E_HOMO**: -0.13679 Eh
**Energy above the lowest of the compared OMol25 structures with the same formula, charge and spin**: 37.2 kcal/mol
**Lowest unoccupied orbital energy**: 3.336 eV
**Charge**: -1
**Frontier orbital gap**: 7.06 eV

natural (NBO) analysis output, partial charges in e:
1. C 0.448
2. C 0.361
3. O -0.528
4. F -0.402
5. F -0.412
6. S -0.169
7. Cl -0.298

The calculation returns the following max |F| values, one per record and in order: 5.7, 5.2, 1.7 eV Å⁻¹.